63
Properties=species:S:1:pos:R:3:forces:R:3:nbo_charge:R:1 method="wB97M-V/def2-TZVPD" smiles="CCOC(=O)C1(CCOc2ccccc2)CCN(Cc2cccn2-c2cccnc2)CC1" homo_ev=-8.10 fmax_ev_per_a=1.0 homo_lumo_gap_ev=8.81 lumo_ev=0.7 e_tot_ha=-1399.342435
O -1.419341 -1.895614 -1.243897 -0.1 0.0 -0.1 -0.613
O -3.654371 0.785255 0.937223 0.0 0.3 0.0 -0.524
O -0.899145 -3.185638 0.508581 0.1 -0.1 0.3 -0.525
N 3.654820 1.394370 -2.939215 -0.2 0.3 -0.2 -0.405
N 1.698559 0.328485 0.184620 -0.1 0.1 0.1 -0.455
N 4.465664 0.895462 0.594735 -0.1 0.1 0.2 -0.361
C -4.788417 2.644259 0.097607 0.1 -0.1 0.1 -0.284
C -2.591563 -4.724710 -0.333214 0.3 0.2 0.1 -0.635
C -2.167936 -0.861659 1.801650 -0.2 0.1 -0.3 -0.390
C 4.692033 -0.589772 -1.307103 -0.1 0.3 0.1 -0.190
C -5.732390 0.470852 -0.306185 0.2 -0.2 0.2 -0.331
C 5.630204 0.730433 1.288363 0.5 0.0 0.2 -0.061
C 3.487976 1.304998 1.462065 -0.4 0.2 0.3 0.137
C -3.487376 -0.609974 1.072823 0.0 -0.4 0.3 -0.081
C 4.046918 1.402070 2.709570 -0.2 0.1 -0.1 -0.288
C 4.308577 0.636644 -0.772624 0.2 -0.3 -1.0 0.148
C -1.096864 -2.005400 -0.089112 0.1 0.3 0.0 0.824
C -4.726410 1.257283 0.242817 -0.1 0.2 -0.1 0.389
C 3.997767 0.217600 -3.435914 0.1 -0.4 -0.1 0.022
C 0.332353 -1.055000 1.748947 0.2 -0.1 -0.2 -0.406
C -6.838778 2.443382 -1.130208 -0.2 0.0 -0.1 -0.247
C -1.115810 -4.356699 -0.279471 -0.2 -0.3 -0.4 -0.074
C 5.409122 1.054706 2.595831 0.2 -0.1 0.0 -0.295
C -6.779084 1.070300 -0.988446 -0.1 0.1 -0.1 -0.186
C -0.797284 0.471953 0.119596 0.2 -0.2 -0.3 -0.417
C 1.604554 -0.926080 0.900848 0.0 -0.1 0.2 -0.226
C 3.809495 1.601030 -1.647939 0.3 -0.1 0.4 0.034
C 2.068694 1.459087 1.022696 0.0 -0.1 -0.1 -0.254
C 4.530338 -0.804122 -2.664608 0.0 0.1 0.0 -0.246
C 0.530798 0.532204 -0.645157 -0.2 0.1 -0.1 -0.211
C -0.922800 -0.847819 0.888460 -0.1 0.1 0.3 -0.165
C -5.835863 3.228538 -0.582152 0.0 0.0 0.0 -0.189
H -7.554774 0.448607 -1.411350 -0.1 0.0 0.0 0.212
H 0.626630 1.494114 -1.153511 0.0 0.0 -0.1 0.204
H 3.537248 2.584490 -1.290119 0.0 0.1 0.2 0.194
H 3.845639 0.097801 -4.500037 0.0 -0.1 -0.1 0.194
H 1.945739 2.366652 0.423238 -0.1 0.0 0.0 0.209
H -0.733571 -4.180127 -1.290170 0.0 -0.1 0.2 0.199
H -2.216359 -1.829772 2.303379 0.0 0.0 0.1 0.220
H -3.483697 -1.091777 0.086850 -0.1 0.0 0.0 0.186
H -2.987153 -4.844672 0.672697 -0.1 -0.1 0.1 0.209
H 6.529057 0.426576 0.788330 0.1 0.0 -0.1 0.214
H 3.537472 1.692971 3.607430 -0.2 0.0 0.1 0.219
H 0.345412 -0.300382 2.538025 -0.1 0.0 0.1 0.203
H -2.057745 -0.085220 2.561115 0.0 0.0 0.1 0.224
H -1.614632 0.567595 -0.593373 -0.1 0.1 0.0 0.236
H -2.715148 -5.656633 -0.877116 -0.1 -0.1 -0.1 0.219
H 5.097451 -1.356294 -0.662224 0.0 -0.1 0.1 0.224
H -5.871007 4.302804 -0.687111 0.0 0.1 0.0 0.214
H 2.485485 -1.028612 1.539503 0.0 -0.1 -0.1 0.215
H 1.442760 1.572577 1.921533 0.1 0.1 0.0 0.187
H -0.531692 -5.139087 0.209457 0.0 0.1 -0.1 0.190
H -0.862823 1.300600 0.826198 -0.1 0.0 0.1 0.208
H 4.809726 -1.745143 -3.113080 0.0 -0.1 -0.1 0.221
H -3.998765 3.239166 0.529024 0.1 0.1 0.1 0.220
H 0.306364 -2.036737 2.221510 0.0 0.0 0.1 0.228
H -5.713900 -0.603525 -0.210388 0.0 -0.1 0.0 0.218
H 6.132089 1.041240 3.387176 0.2 0.0 0.1 0.222
H 1.626733 -1.728462 0.155057 0.1 -0.1 0.0 0.193
H -4.317591 -1.025590 1.662755 0.1 0.0 -0.1 0.181
H 0.537147 -0.249582 -1.410557 0.0 0.1 0.0 0.207
H -7.658491 2.900450 -1.663200 -0.1 0.0 0.0 0.213
H -3.150126 -3.943865 -0.843322 -0.1 0.0 -0.1 0.221



68
Properties=species:S:1:pos:R:3:forces:R:3:nbo_charge:R:1 method="wB97M-V/def2-TZVPD" smiles="COc1ccc(-n2nc(C(=O)NCC(=O)NCCCN3CCOCC3)c3ccccc3c2=O)c(OC)c1" homo_ev=-8.36 fmax_ev_per_a=1.1 homo_lumo_gap_ev=8.16 lumo_ev=-0.2 e_tot_ha=-1734.602855
O 2.603768 -0.109068 2.593059 0.1 0.3 0.1 -0.660
O 2.661959 -4.214448 0.870321 -0.2 -0.3 -0.3 -0.629
O -6.118858 -2.243738 -0.847318 0.0 0.3 0.2 -0.490
O -4.065732 1.185178 1.720791 0.2 -0.3 -0.2 -0.487
O 1.272191 2.059636 -3.413045 0.0 0.0 -0.2 -0.521
O -2.493670 2.490876 -0.158366 0.1 0.1 0.0 -0.587
N -1.620130 0.592563 0.728313 -0.2 0.3 -0.1 -0.241
N 3.833258 -2.330526 1.349964 0.4 0.4 0.0 -0.630
N 2.481235 0.126125 -1.713189 -0.1 -0.1 0.0 -0.442
N -0.631756 -0.093656 1.272730 0.9 -0.2 0.6 -0.194
N 1.061179 -1.726154 2.295493 -0.2 -0.1 0.0 -0.590
C 1.484514 -0.449617 2.231854 -0.2 -0.7 0.1 0.657
C -0.287623 4.017120 0.794702 -0.1 -0.1 0.0 -0.186
C 1.875569 3.961184 1.826217 0.0 0.0 0.0 -0.187
C -5.117496 -0.545576 0.381731 -0.1 0.1 0.0 -0.344
C -0.396418 2.635016 0.957320 0.4 0.0 0.3 -0.065
C -5.323636 1.669194 2.128968 -0.2 0.1 0.1 -0.250
C 1.786899 2.597754 1.994888 0.2 0.0 0.1 -0.177
C 0.840255 4.676446 1.227168 -0.1 0.0 -0.1 -0.196
C 4.369052 -1.107174 -0.706157 -0.2 -0.3 0.0 -0.416
C 0.594833 1.542754 -2.294045 -0.2 -0.3 0.2 -0.080
C -2.602707 -1.244842 -0.523305 -0.1 0.4 0.2 -0.185
C -6.054013 -3.330582 -1.741217 0.0 -0.2 -0.1 -0.253
C -1.596146 1.960792 0.462025 0.0 0.1 -0.2 0.621
C -4.022120 0.179559 0.819119 0.2 -0.2 -0.1 0.335
C -4.965819 -1.618517 -0.499233 0.2 0.1 0.1 0.343
C 4.670200 -2.323464 0.173627 0.2 0.0 -0.3 -0.224
C 0.459110 0.483118 1.678110 -0.7 0.2 -0.4 0.086
C 1.916015 -2.819016 2.703078 0.3 0.0 -0.1 -0.313
C 2.965830 -1.182202 -1.309194 0.2 0.1 0.1 -0.214
C 1.053321 0.119051 -1.980887 -0.1 0.3 -0.1 -0.252
C 0.648581 1.907144 1.561452 -0.3 0.4 -0.2 -0.079
C 2.659948 2.058040 -3.179651 0.4 -0.1 0.0 -0.072
C -3.698404 -1.979254 -0.941615 -0.3 -0.3 -0.1 -0.331
C 3.177242 0.651834 -2.876385 -0.1 0.3 0.0 -0.254
C 2.841636 -3.217036 1.536737 -0.2 0.0 0.7 0.664
C -2.750473 -0.170804 0.331462 -0.4 -0.2 -0.2 0.113
H 0.787940 2.181547 -1.418905 0.0 -0.1 -0.1 0.165
H 5.122812 -1.050600 -1.491740 0.1 0.1 0.0 0.205
H -5.883277 0.909620 2.684256 0.0 0.0 0.0 0.177
H 5.719976 -2.303154 0.483379 -0.1 -0.1 -0.1 0.197
H -1.106651 4.537600 0.322232 -0.1 0.0 0.0 0.242
H 2.893920 2.715458 -2.328152 0.0 0.0 -0.1 0.166
H -6.117129 -0.314185 0.708993 -0.1 0.1 0.1 0.232
H -1.615214 -1.503476 -0.873793 0.1 0.0 0.0 0.225
H 0.803299 -0.536566 -2.834872 0.0 0.0 0.0 0.169
H 0.925606 5.745464 1.101669 0.0 0.1 0.0 0.219
H 2.518944 -2.494976 3.555852 -0.1 -0.1 0.0 0.223
H 2.759538 4.483292 2.161921 0.1 0.0 0.0 0.218
H 2.276774 -1.553244 -0.545392 0.0 -0.1 0.0 0.197
H -0.469898 1.567314 -2.532750 0.0 0.0 0.1 0.201
H -5.912610 2.009726 1.273381 0.0 0.0 0.0 0.185
H -5.466055 -4.155755 -1.327649 0.0 0.0 0.0 0.178
H 3.809631 -1.473704 1.896228 -0.1 -0.2 0.0 0.428
H 4.245046 0.703504 -2.663011 0.0 0.0 -0.1 0.205
H -5.113388 2.514116 2.782397 -0.1 -0.1 0.0 0.204
H 2.588645 2.045902 2.456345 0.0 0.0 0.0 0.257
H 3.019992 0.008126 -3.760985 0.0 0.0 0.0 0.167
H 1.297339 -3.671346 2.981758 0.1 0.1 -0.1 0.230
H -7.083136 -3.656898 -1.881454 0.1 0.0 0.0 0.202
H -3.549835 -2.809068 -1.611804 0.0 -0.1 -0.1 0.223
H 4.476621 -3.252068 -0.368564 0.1 0.1 0.1 0.228
H -5.634511 -3.030984 -2.706348 0.0 0.0 0.0 0.179
H 4.432530 -0.201521 -0.099331 0.0 0.1 0.0 0.212
H 0.150584 -1.924407 1.906503 0.1 0.0 0.1 0.432
H 0.532211 -0.248179 -1.094543 0.0 0.0 0.0 0.198
H 2.954106 -1.902126 -2.146390 0.0 0.0 0.0 0.170
H 3.124622 2.452870 -4.084766 0.0 0.0 0.1 0.193



62
Properties=species:S:1:pos:R:3:forces:R:3:nbo_charge:R:1 method="wB97M-V/def2-TZVPD" smiles="COc1cccc(/C=C(/C(=O)OCC(=O)NC2CCCCCCC2)c2ccccc2)c1" homo_ev=-8.58 fmax_ev_per_a=0.8 homo_lumo_gap_ev=8.39 lumo_ev=-0.2 e_tot_ha=-1365.082325
O -3.402480 -3.570286 -4.505913 -0.3 0.2 0.1 -0.491
O 3.328051 3.085014 0.757977 0.3 0.4 0.0 -0.628
O 1.851316 0.856555 -1.629585 0.0 -0.3 0.0 -0.516
O 0.317144 2.484554 -1.888911 0.2 -0.1 0.0 -0.590
N 1.889732 1.354288 0.985869 -0.2 -0.3 0.1 -0.609
C 0.617835 1.317100 -1.929071 -0.2 0.6 0.0 0.775
C 2.802214 1.818408 -1.206482 0.3 0.6 0.1 -0.170
C -2.685626 -0.360193 -2.834161 -0.6 -0.3 -0.1 0.007
C 0.245505 -1.154438 -2.281295 0.1 -0.3 0.1 -0.071
C 1.469520 0.194978 4.594089 0.3 0.1 0.0 -0.402
C 1.734460 -2.813034 -3.187197 0.1 0.0 -0.1 -0.211
C -2.467702 -1.544490 -3.542137 0.0 -0.1 -0.2 -0.307
C -4.817210 -2.048367 -3.432602 0.1 -0.1 -0.1 -0.242
C -0.216844 -2.091389 -1.360982 0.1 0.1 -0.1 -0.148
C -3.985380 -0.018495 -2.460471 0.3 0.1 0.0 -0.237
C 0.290265 -3.377681 -1.359332 0.0 -0.1 0.1 -0.229
C -2.118805 -3.987086 -4.905502 0.3 -0.1 -0.1 -0.255
C 0.083066 1.931729 2.530183 0.1 0.3 0.0 -0.418
C 1.982886 1.243243 5.578943 -0.1 0.0 -0.1 -0.394
C -5.037938 -0.866693 -2.754944 -0.1 -0.1 -0.1 -0.191
C 0.078436 2.883105 4.958925 0.1 0.3 -0.1 -0.405
C 1.569507 1.563681 2.387632 0.0 0.0 0.0 -0.059
C 1.263433 -3.742970 -2.275165 0.0 -0.1 0.0 -0.217
C 1.554454 2.694355 5.332976 -0.1 -0.1 0.2 -0.407
C -1.597488 0.533134 -2.484315 0.7 0.2 0.2 -0.093
C -0.180639 3.111762 3.467578 -0.2 -0.3 0.1 -0.384
C 1.988892 0.308954 3.162890 -0.1 0.1 0.2 -0.399
C 1.234035 -1.523624 -3.188109 -0.2 0.0 0.0 -0.189
C -3.524406 -2.392255 -3.837099 -0.1 0.1 0.1 0.312
C -0.306379 0.213930 -2.275176 -0.5 0.1 -0.1 -0.179
C 2.700336 2.162546 0.286579 -0.2 -0.4 -0.5 0.659
H -1.230461 3.395508 3.352480 0.0 0.1 0.0 0.206
H -0.981818 -1.805317 -0.653279 -0.1 0.0 0.1 0.211
H 2.681219 2.750202 -1.768963 0.1 -0.2 0.2 0.231
H -1.861877 1.577118 -2.359386 0.1 0.1 0.0 0.236
H 2.495031 -3.093706 -3.900882 0.1 0.0 -0.1 0.216
H 3.074342 1.205900 5.601803 0.1 -0.1 0.1 0.202
H 3.787243 1.392605 -1.409109 -0.1 0.0 0.1 0.217
H -2.259454 -4.958647 -5.376304 0.1 0.1 0.0 0.201
H 1.596566 -0.799925 -3.903167 0.1 0.1 -0.1 0.217
H 0.422191 3.958749 3.132454 0.0 0.1 0.0 0.201
H 1.756541 3.241468 6.257277 0.1 0.0 -0.1 0.209
H 1.434524 0.587678 0.512907 0.1 0.1 0.0 0.400
H -5.626280 -2.720226 -3.670443 -0.1 -0.1 0.0 0.226
H -6.041199 -0.603235 -2.455359 -0.1 0.0 0.0 0.217
H 1.776353 -0.784790 4.971474 -0.1 0.0 0.0 0.211
H -0.299535 3.766435 5.479360 0.0 -0.1 0.0 0.210
H 2.181050 3.147529 4.566366 0.1 0.1 0.0 0.199
H 1.655224 -4.749313 -2.276743 0.0 -0.1 0.0 0.216
H -0.280985 2.223226 1.540803 0.0 -0.1 0.0 0.223
H 2.186351 2.416089 2.678609 -0.1 -0.1 0.0 0.232
H -0.497676 1.062231 2.842530 -0.1 -0.1 0.0 0.195
H -0.076135 -4.098027 -0.642586 0.0 -0.1 0.1 0.216
H -4.161428 0.901845 -1.924513 0.0 0.1 0.0 0.214
H -1.443598 -4.091030 -4.049515 0.0 0.0 0.0 0.183
H 3.079892 0.259313 3.169709 0.0 -0.1 -0.1 0.210
H 1.627688 0.947755 6.570439 0.1 0.0 0.0 0.200
H 1.624223 -0.562603 2.608260 0.0 0.0 -0.1 0.196
H -0.509621 2.035397 5.314055 -0.1 0.0 0.1 0.193
H 0.380055 0.201780 4.590900 -0.1 -0.1 0.0 0.194
H -1.469973 -1.775126 -3.873572 0.0 -0.1 0.0 0.229
H -1.678643 -3.295216 -5.630799 0.0 0.0 0.0 0.176



58
Properties=species:S:1:pos:R:3:forces:R:3:nbo_charge:R:1 method="wB97M-V/def2-TZVPD" charge=+1 homo_ev=-11.30 fmax_ev_per_a=2.4 homo_lumo_gap_ev=6.17 lumo_ev=-5.1 e_tot_ha=-1298.538436
Si -0.182954 -0.283875 2.351570 -0.1 -0.5 0.8 1.540
C 5.090701 -0.442950 -3.807957 -0.1 0.0 0.1 -0.228
C -2.133019 -0.371485 4.628615 0.0 0.0 0.1 -0.127
C -3.427775 0.276726 -1.788522 0.5 0.1 -0.1 -0.207
C -2.140015 -0.766707 -3.564956 0.5 0.3 0.5 -0.223
C 6.326663 0.678068 -2.044274 -0.3 0.1 0.2 -0.225
C -2.255242 0.642769 -1.146782 -0.1 0.2 -0.1 -0.160
C -5.790334 0.675610 5.063895 -0.2 0.1 -0.2 -0.638
C 1.043291 0.759452 3.288994 0.2 0.2 -1.0 -1.122
C 6.317517 -0.013859 -3.265850 -0.2 -0.1 0.3 0.064
C -2.883757 0.584327 2.577476 -0.1 0.0 0.1 -0.183
C -4.421039 0.452521 4.450454 0.1 -0.2 0.2 0.009
C -4.685875 -0.713123 -3.689397 -0.2 -0.1 -0.2 -0.646
C -0.996732 0.250593 -1.645094 -0.2 -0.5 0.1 -0.075
C -1.838104 -0.024038 3.286153 -0.9 0.5 -0.7 -0.515
C 2.704745 0.748699 -1.131021 -1.0 -0.8 -0.4 0.021
C -3.378297 -0.408838 -3.013696 -0.1 0.0 0.1 0.059
C -4.145180 0.819815 3.128167 -0.2 0.0 0.1 -0.224
C 1.484238 0.156652 -1.378128 -0.2 0.1 0.8 -0.313
C 7.617017 -0.328750 -3.943151 0.2 0.0 -0.3 -0.647
C 5.138701 0.926213 -1.365532 -0.3 0.0 -0.5 -0.112
C 3.899134 -0.233517 -3.122731 -0.2 0.3 0.1 -0.086
C 3.893196 0.474201 -1.888806 1.1 -0.2 0.0 -0.184
C -0.952141 -0.479663 -2.872641 -0.6 0.3 0.4 -0.152
C -3.395868 -0.144640 5.213553 0.5 0.2 -1.0 -0.216
C 0.233924 -2.069319 2.639840 0.2 0.1 -0.7 -1.124
C 0.208840 0.630043 -0.873001 1.1 0.9 -2.0 -0.024
H 0.054222 -0.125881 0.638306 -0.7 0.3 1.4 -0.129
H 0.116290 -2.198356 3.721904 0.0 -0.3 -0.2 0.252
H 0.000140 -0.772332 -3.310643 -0.3 0.1 0.1 0.216
H 2.786236 1.415845 -0.288350 0.0 0.5 0.0 0.216
H -6.252403 -0.280192 5.377512 0.3 0.5 -0.1 0.231
H 2.066157 0.620308 2.923029 -0.1 0.1 0.2 0.239
H -4.396609 0.545952 -1.369942 0.2 0.0 -0.1 0.228
H -0.456821 -2.710194 2.075866 0.2 0.0 0.4 0.253
H -5.312740 -1.356661 -3.052132 0.2 0.2 -0.2 0.239
H -2.092276 -1.253905 -4.544059 0.0 0.1 0.4 0.233
H 2.942430 -0.575178 -3.552080 0.7 0.2 0.2 0.208
H -5.735372 1.334237 5.951498 0.0 -0.3 -0.4 0.231
H 0.962815 0.376774 4.306330 0.1 0.1 0.1 0.258
H -4.545796 -1.221796 -4.647979 0.0 0.1 0.2 0.228
H 5.133923 1.486157 -0.426716 0.1 -0.2 -0.3 0.220
H -2.694894 0.882999 1.550882 -0.2 0.0 0.2 0.182
H -4.940502 1.295019 2.522705 0.6 -0.3 0.4 0.217
H -2.293241 1.270814 -0.247399 0.0 -0.4 -0.4 0.211
H 0.782861 1.820809 3.259829 0.1 -0.1 0.2 0.251
H -6.456334 1.152766 4.322284 0.2 -0.2 0.4 0.219
H -1.366239 -0.832495 5.247142 -0.1 0.0 0.0 0.200
H 1.267641 -2.269704 2.328275 -0.2 -0.2 0.2 0.242
H -5.251964 0.214134 -3.871779 0.2 -0.3 0.1 0.238
H 1.495299 -0.754826 -1.977363 -0.2 0.4 0.0 0.220
H 7.445985 -0.866375 -4.879867 0.1 0.1 0.1 0.226
H -3.594348 -0.425502 6.255035 0.2 0.1 -0.5 0.224
H 8.259535 -0.949650 -3.302202 -0.2 0.2 -0.1 0.241
H 7.276896 1.039277 -1.633141 -0.4 -0.2 -0.2 0.232
H 0.199027 1.696747 -0.496746 0.0 -1.5 0.2 0.244
H 8.177437 0.584901 -4.178891 -0.1 -0.2 0.1 0.239
H 5.091003 -0.938637 -4.788468 -0.1 0.2 0.6 0.229